i) This record from the OMol25 dataset describes a cluster of 2 separate species, C7H12N4O in total. The level of theory is ωB97M-V/def2-TZVPD.

The geometry in XYZ format:
```
24
C7H12N4O (ωB97M-V/def2-TZVPD)
C -2.560 -1.868 -0.360
C -1.806 -1.199 0.513
C -0.704 -0.250 0.141
C -0.949 1.149 0.659
C -1.716 2.108 -0.158
N -0.279 2.288 0.049
H -3.356 -2.532 -0.033
H -2.411 -1.783 -1.430
H -1.994 -1.315 1.582
H -0.612 -0.222 -0.944
H 0.180 -0.594 0.570
H -1.013 1.232 1.743
H -2.068 1.763 -1.145
H -2.350 2.859 0.318
H 0.244 2.014 -0.766
O 1.191 -2.013 -0.134
N 2.012 -0.929 -0.068
C 2.835 -0.604 0.922
N 3.459 0.520 0.611
C 2.948 0.818 -0.606
N 2.053 -0.040 -1.071
H 0.721 -1.900 -1.034
H 2.936 -1.198 1.821
H 3.240 1.696 -1.180
```

Orbital gap, eV: 10.05
HOMO energy, eV: -9.33
Charge: 0
Spin multiplicity: 1


ii) This record from the OMol25 dataset describes the molecule C7H12N4O. The level of theory is ωB97M-V/def2-TZVPD.

The geometry in XYZ format:
```
24
C7H12N4O (ωB97M-V/def2-TZVPD)
C 0.001 0.086 0.070
C -2.388 -0.243 0.028
C 2.391 -0.241 -0.002
C -3.468 -1.258 -0.039
C -2.664 1.213 0.021
C 3.474 -1.254 -0.046
C 2.661 1.215 0.062
N -0.957 -2.032 0.082
N 0.960 -2.032 0.055
N -1.145 -0.762 0.067
N 1.148 -0.761 0.046
O -0.001 1.285 0.089
H -3.201 -2.013 -0.785
H -3.553 -1.796 0.909
H -4.425 -0.807 -0.284
H -2.205 1.725 0.868
H -2.267 1.691 -0.879
H -3.738 1.372 0.052
H 3.507 -1.811 0.894
H 3.250 -1.995 -0.817
H 4.441 -0.798 -0.232
H 2.212 1.751 -0.777
H 2.245 1.661 0.969
H 3.734 1.382 0.051
```

Orbital gap (alpha / beta), eV: 6.85 / 6.85
HOMO energy (alpha / beta), eV: -7.19 / -7.19
Charge: 0
Spin multiplicity: 1


Structures ranked by computed energy, the most stable listed first: i), ii).


i) This record from the OMol25 dataset describes a structure of composition CH4I2Si. The level of theory is ωB97M-V/def2-TZVPD.

The geometry in XYZ format:
```
8
CH4I2Si (ωB97M-V/def2-TZVPD)
C 0.963 -0.402 0.536
Si -0.358 0.386 -0.595
I -1.195 2.797 0.149
I -2.917 -1.730 -0.027
H 1.436 -1.019 -0.159
H 1.704 0.390 0.503
H 0.763 -0.696 1.601
H -0.397 0.274 -2.008
```

Orbital gap (alpha / beta), eV: 6.96 / 6.96
HOMO energy (alpha / beta), eV: -8.65 / -8.65
Charge: 0
Spin multiplicity: 1


ii) This record from the OMol25 dataset describes a cluster of 2 separate species, CH4I2Si in total. The level of theory is ωB97M-V/def2-TZVPD.

The geometry in XYZ format:
```
8
CH4I2Si (ωB97M-V/def2-TZVPD)
C -0.338 0.085 1.183
Si 1.455 -0.308 0.514
I 1.631 -2.720 -0.071
I -4.262 -1.456 -0.107
H -1.006 -0.743 1.229
H -0.095 0.679 2.031
H -1.017 0.697 0.543
H 2.357 0.658 0.018
```

Orbital gap (alpha / beta), eV: 9.38 / 3.46
HOMO energy (alpha / beta), eV: -9.75 / -6.93
Charge: 0
Spin multiplicity: 1


Structures ranked by computed energy, the most stable listed first: i), ii).


i) This record from the OMol25 dataset describes a structure of composition C2H3N5O. The level of theory is ωB97M-V/def2-TZVPD.

The geometry in XYZ format:
```
11
C2H3N5O (ωB97M-V/def2-TZVPD)
C -0.212 0.777 -0.507
C 0.716 -0.325 -0.137
H 1.590 1.303 -0.850
H -2.697 0.063 1.439
H 2.489 -1.139 -0.469
N -1.513 0.875 0.007
N -1.887 -0.326 0.495
N -1.032 -1.186 1.120
N 0.047 -1.457 0.567
N 1.883 -0.412 -0.709
O 0.615 1.826 -0.957
```

Orbital gap, eV: 8.73
HOMO energy, eV: -9.54
Charge: 0
Spin multiplicity: 1


ii) This record from the OMol25 dataset describes the molecule C2H3N5O. The level of theory is ωB97M-V/def2-TZVPD.

The geometry in XYZ format:
```
11
C2H3N5O (ωB97M-V/def2-TZVPD)
H 1.521 -0.238 1.226
N 1.829 0.804 1.147
C 0.752 1.094 0.477
N 0.402 2.578 0.015
C 0.058 -0.026 -0.242
N 0.458 -1.329 -0.150
N -0.554 -2.138 -0.406
O -1.628 -1.358 -0.682
N -1.242 -0.051 -0.420
H 0.976 3.066 0.928
H -0.590 2.577 0.594
```

Orbital gap, eV: 10.13
HOMO energy, eV: -10.94
Charge: 0
Spin multiplicity: 1


Structures ranked by computed energy, the most stable listed first: ii), i).


i) This record from the OMol25 dataset describes the molecule C2H5N3S2. The level of theory is ωB97M-V/def2-TZVPD.

The geometry in XYZ format:
```
12
C2H5N3S2 (ωB97M-V/def2-TZVPD)
H -1.124 2.902 -1.073
N -0.120 2.738 -1.266
C 0.406 1.644 -0.861
N -0.236 0.562 -0.250
C 0.293 -0.570 0.234
S 1.887 -1.008 -0.028
N -0.573 -1.397 0.851
S -0.295 -2.959 1.448
H 1.439 1.367 -1.116
H -1.224 0.708 0.033
H -1.456 -1.082 1.051
H 1.002 -2.906 0.977
```

Orbital gap, eV: 9.00
HOMO energy, eV: -8.79
Charge: 0
Spin multiplicity: 1


ii) This record from the OMol25 dataset describes the molecule C2H5N3S2. The level of theory is ωB97M-V/def2-TZVPD.

The geometry in XYZ format:
```
12
C2H5N3S2 (ωB97M-V/def2-TZVPD)
C -1.376 -1.230 -0.339
C -0.623 -0.431 0.752
N -0.323 0.992 0.296
N -2.602 -0.992 -0.634
N 0.766 1.098 -0.441
S -3.717 -0.031 0.010
S -1.704 1.948 0.275
H -0.866 -1.788 -1.101
H -1.183 -0.338 1.699
H 0.255 -1.105 0.896
H 1.322 1.931 -0.272
H 0.460 0.962 -1.436
```

Orbital gap (alpha / beta), eV: 6.72 / 6.85
HOMO energy (alpha / beta), eV: -7.82 / -7.95
Charge: 0
Spin multiplicity: 1


Structures ranked by computed energy, the most stable listed first: i), ii).


i) This record from the OMol25 dataset describes the molecule C2H5N3S2. The level of theory is ωB97M-V/def2-TZVPD.

The geometry in XYZ format:
```
12
C2H5N3S2 (ωB97M-V/def2-TZVPD)
C -0.588 0.062 -0.095
C 0.630 -0.631 -0.009
N -1.700 -0.555 0.068
N 1.762 0.037 0.004
N -2.839 0.094 -0.097
S 1.847 1.666 0.022
S 3.243 -0.944 -0.008
H -0.557 1.136 -0.290
H 0.657 -1.707 0.057
H -2.845 1.109 -0.173
H -3.649 -0.363 0.284
H 4.040 0.096 0.238
```

Orbital gap (alpha / beta), eV: 7.21 / 7.21
HOMO energy (alpha / beta), eV: -7.58 / -7.58
Charge: 0
Spin multiplicity: 1


ii) This record from the OMol25 dataset describes a cluster of 2 separate species, C2H5N3S2 in total. The level of theory is ωB97M-V/def2-TZVPD.

The geometry in XYZ format:
```
12
C2H5N3S2 (ωB97M-V/def2-TZVPD)
C 1.394 -1.109 -1.746
N 0.660 -0.091 -1.652
N -0.125 0.660 -1.149
S -1.106 1.791 -1.585
H 0.974 -2.099 -1.845
H 2.467 -0.983 -1.776
N -1.047 0.910 1.862
C -0.324 -0.141 1.473
S -0.950 -1.613 1.158
H -2.050 0.820 1.869
H -0.637 1.818 1.994
H 0.744 0.037 1.396
```

Orbital gap, eV: 8.02
HOMO energy, eV: -8.03
Charge: 0
Spin multiplicity: 1


iii) This record from the OMol25 dataset describes the molecule C2H5N3S2. The level of theory is ωB97M-V/def2-TZVPD.

The geometry in XYZ format:
```
12
C2H5N3S2 (ωB97M-V/def2-TZVPD)
C 1.445 1.537 -0.232
C -0.511 -0.678 0.051
N 0.062 1.620 0.065
N -0.818 0.665 0.102
N -1.523 -1.517 -0.118
S -2.410 1.212 0.039
S 2.598 0.192 0.079
H 1.412 1.756 -1.390
H 1.931 2.422 0.351
H 0.542 -0.786 -0.232
H -1.566 -2.510 -0.388
H -2.352 -1.046 0.163
```

Orbital gap (alpha / beta), eV: 5.14 / 6.89
HOMO energy (alpha / beta), eV: -7.67 / -7.96
Charge: 0
Spin multiplicity: 1


Structures ranked by computed energy, the most stable listed first: i), ii), iii).


i) This record from the OMol25 dataset describes a cluster of 2 separate species, C2H9N3 in total. The level of theory is ωB97M-V/def2-TZVPD.

The geometry in XYZ format:
```
14
C2H9N3 (ωB97M-V/def2-TZVPD)
C -1.936 1.553 0.608
N -2.137 1.365 -0.631
H -1.428 2.458 0.905
H -2.237 0.828 1.373
H -2.641 0.489 -0.766
N 1.980 -0.115 -0.937
C 1.238 -0.330 0.301
N 0.299 -1.453 0.355
H 1.345 -0.047 -1.730
H 2.497 -0.975 -1.124
H 0.657 0.545 0.562
H 2.007 -0.529 1.050
H 0.748 -2.353 0.415
H -0.392 -1.437 -0.381
```

Orbital gap, eV: 10.08
HOMO energy, eV: -9.02
Charge: 0
Spin multiplicity: 1


ii) This record from the OMol25 dataset describes a cluster of 2 separate species, C2H9N3 in total. The level of theory is ωB97M-V/def2-TZVPD.

The geometry in XYZ format:
```
14
C2H9N3 (ωB97M-V/def2-TZVPD)
C -1.808 -1.215 -0.659
N -1.815 0.026 -0.544
C -0.996 0.689 0.691
H -2.375 -1.678 -1.469
H -1.233 -1.870 0.023
H -0.438 1.489 0.206
H -0.439 0.249 1.535
H -1.800 1.244 1.166
N 1.491 -0.388 -0.503
N 2.223 0.594 0.233
H 0.592 -0.590 0.193
H 0.999 0.081 -1.255
H 2.671 1.252 -0.407
H 2.926 0.115 0.791
```

Orbital gap, eV: 9.38
HOMO energy, eV: -8.26
Charge: 0
Spin multiplicity: 1


Structures ranked by computed energy, the most stable listed first: i), ii).


i) This record from the OMol25 dataset describes the molecule C18H16N4O2S. The level of theory is ωB97M-V/def2-TZVPD.

The geometry in XYZ format:
```
41
C18H16N4O2S (ωB97M-V/def2-TZVPD)
C 6.859 1.444 0.523
O 5.700 1.853 -0.161
C 4.586 1.076 -0.081
C 4.497 -0.122 0.619
C 3.310 -0.833 0.624
C 2.193 -0.371 -0.062
C 0.931 -1.115 -0.058
C 0.802 -2.453 -0.275
C 1.852 -3.462 -0.578
S -0.867 -2.960 -0.214
C -1.391 -1.340 0.123
N -2.733 -1.053 0.273
C -3.318 0.089 -0.239
O -2.691 0.909 -0.875
C -4.743 0.196 0.070
C -5.642 -0.695 0.653
C -6.854 -0.010 0.671
N -6.716 1.199 0.150
N -5.457 1.317 -0.211
C -4.988 2.534 -0.805
C -0.331 -0.470 0.176
C -0.451 0.877 0.561
N -0.522 1.954 0.949
C 2.286 0.837 -0.753
C 3.464 1.547 -0.767
H 7.605 2.212 0.324
H 6.687 1.379 1.602
H 7.226 0.481 0.154
H 5.339 -0.510 1.170
H 3.248 -1.748 1.194
H 2.749 -2.965 -0.941
H 2.108 -4.038 0.312
H 1.500 -4.160 -1.336
H -3.329 -1.787 0.624
H -5.464 -1.691 1.007
H -7.806 -0.339 1.037
H -4.670 2.358 -1.833
H -4.133 2.922 -0.250
H -5.811 3.245 -0.784
H 1.429 1.214 -1.291
H 3.545 2.480 -1.301
```

Orbital gap, eV: 8.37
HOMO energy, eV: -8.14
Charge: 0
Spin multiplicity: 1


ii) This record from the OMol25 dataset describes the molecule C18H16N4O2S. The level of theory is ωB97M-V/def2-TZVPD.

The geometry in XYZ format:
```
41
C18H16N4O2S (ωB97M-V/def2-TZVPD)
C -4.492 2.867 -0.864
O -3.305 3.419 -1.408
C -2.274 2.539 -1.631
C -1.731 2.494 -2.914
C -0.692 1.644 -3.220
C -0.172 0.795 -2.240
C 0.906 -0.094 -2.603
N 1.402 -0.222 -3.808
N 2.378 -1.137 -3.797
C 2.465 -1.605 -2.585
N 1.557 -0.977 -1.761
N 1.478 -1.068 -0.425
C 1.901 -2.121 0.168
C 1.845 -2.120 1.628
C 1.818 -3.305 2.363
C 1.741 -3.268 3.742
C 1.691 -2.054 4.408
C 1.710 -0.871 3.686
C 1.785 -0.901 2.308
C 2.418 -3.318 -0.579
S 3.552 -2.781 -1.930
C -0.688 0.854 -0.949
C -1.714 1.730 -0.631
O -2.160 1.747 0.679
C -1.928 2.969 1.356
H -5.145 3.713 -0.657
H -4.310 2.307 0.055
H -4.972 2.206 -1.593
H -2.155 3.143 -3.663
H -0.274 1.605 -4.213
H 1.831 -4.261 1.861
H 1.716 -4.192 4.301
H 1.635 -2.031 5.486
H 1.669 0.077 4.201
H 1.806 0.014 1.737
H 1.599 -3.880 -1.037
H 3.012 -3.974 0.051
H -0.291 0.230 -0.163
H -0.853 3.151 1.463
H -2.380 3.819 0.838
H -2.378 2.858 2.341
```

Orbital gap, eV: 7.70
HOMO energy, eV: -8.04
Charge: 0
Spin multiplicity: 1


Structures ranked by computed energy, the most stable listed first: i), ii).


i) This record from the OMol25 dataset describes a structure of composition C3H4FNO. The level of theory is ωB97M-V/def2-TZVPD.

The geometry in XYZ format:
```
10
C3H4FNO (ωB97M-V/def2-TZVPD)
C -0.392 -0.680 -0.800
C -1.308 -0.912 0.072
C -0.176 0.620 0.014
N 0.632 1.486 0.396
O -1.416 0.281 0.764
F 2.239 -0.290 -0.104
H 0.062 -1.241 -1.644
H -1.988 -1.737 0.286
H 2.094 0.521 -0.158
H 0.252 1.951 1.175
```

Orbital gap, eV: 10.67
HOMO energy, eV: -9.89
Charge: 0
Spin multiplicity: 1


ii) This record from the OMol25 dataset describes the molecule C3H4FNO. The level of theory is ωB97M-V/def2-TZVPD.

The geometry in XYZ format:
```
10
C3H4FNO (ωB97M-V/def2-TZVPD)
C 0.888 -0.034 -0.173
C 0.655 -1.405 0.063
C -0.235 0.839 -0.185
N -1.475 0.335 -0.434
O -0.392 -2.023 -0.111
F -2.427 0.877 0.286
H 1.850 0.494 -0.025
H 1.400 -1.979 0.633
H -0.274 1.370 0.835
H 0.009 1.527 -0.888
```

Orbital gap (alpha / beta), eV: 7.77 / 9.42
HOMO energy (alpha / beta), eV: -9.32 / -9.50
Charge: 0
Spin multiplicity: 1


Structures ranked by computed energy, the most stable listed first: i), ii).